1.
The following is a quantum chemistry calculation of one molecule with the formula C9H6O3 in a non-equilibrium geometry, from OMol25.

XYZ file:
```
18
Properties=species:S:1:pos:R:3:lowdin_charge:R:1
O 3.622 -1.355 -0.281 0.04
C 2.603 -0.615 0.010 -0.25
C 2.466 0.885 -0.166 0.01
C 1.351 1.643 0.307 0.06
C 0.032 0.855 0.365 -0.15
C -1.252 1.358 0.142 -0.12
C -2.382 0.706 -0.080 -0.11
C -2.289 -0.712 -0.224 0.00
C -1.040 -1.340 -0.007 -0.36
O -1.092 -2.611 0.015 0.03
C 0.121 -0.537 0.198 -0.13
O 1.309 -1.225 0.601 0.01
H 3.389 1.383 -0.766 0.16
H 1.268 2.655 -0.012 0.09
H -1.159 2.496 -0.002 0.14
H -3.404 1.047 -0.533 0.15
H -3.175 -1.451 -0.295 0.15
H -0.368 -3.181 0.726 0.28
```

Total charge ... 0
E_tot ... -15568.6884 eV
Orbital gap ... 7.7 eV
Energy above the lowest of the compared OMol25 structures with the same formula, charge and spin ... 90.2 kcal/mol



2.
The following is a quantum chemistry calculation of C9H7AuF5NO5S2Te as an isolated structure in a non-equilibrium geometry, from OMol25.

XYZ file:
```
31
Properties=species:S:1:pos:R:3:lowdin_charge:R:1
Au -1.695 -0.669 -0.310 0.67
O 3.193 -2.167 -0.175 -0.30
S 2.717 -1.050 -0.928 0.62
O 2.878 -1.080 -2.348 -0.30
N 1.152 -0.723 -0.547 -0.11
C 1.040 0.391 0.100 -0.79
S -0.430 1.002 0.727 0.66
C 2.299 1.177 0.278 -0.23
C 2.469 2.421 0.861 -0.04
C 3.739 2.961 0.883 -0.09
C 4.818 2.250 0.350 -0.09
C 4.636 0.991 -0.225 -0.05
C 3.361 0.473 -0.255 -0.22
H 1.595 2.945 1.245 0.10
H 3.891 3.951 1.316 0.10
H 5.807 2.687 0.379 0.09
H 5.464 0.442 -0.642 0.11
F -0.545 -3.433 0.826 -0.42
Te -2.325 -2.883 0.959 1.66
F -2.217 -3.886 2.516 -0.42
F -4.135 -2.727 1.353 -0.42
F -2.791 -4.590 0.363 -0.43
F -2.231 -1.561 2.383 -0.49
O -2.593 -2.401 -0.878 -0.68
C -4.709 0.409 -0.828 -0.06
C -3.805 1.298 -1.646 -0.73
O -4.255 2.282 -2.237 -0.06
O -2.524 0.974 -1.663 -0.26
H -5.700 0.854 -0.742 0.06
H -4.302 0.236 0.174 0.05
H -4.800 -0.576 -1.288 0.07
```

Total charge ... -2
E_tot ... -67419.4561 eV
Orbital gap ... 6.4 eV
Energy above the lowest of the compared OMol25 structures with the same formula, charge and spin ... 24.6 kcal/mol



3.
The following is a quantum chemistry calculation of one molecule with the formula C9H7Cl2N5S in a non-equilibrium geometry, from OMol25.

XYZ file:
```
24
Properties=species:S:1:pos:R:3:lowdin_charge:R:1
S -0.813 2.251 -0.298 0.69
C 0.092 0.987 0.361 -0.71
N -0.434 -0.363 0.376 0.01
C -1.066 -1.122 -0.579 -0.24
C -1.570 -0.676 -1.791 -0.10
C -2.041 -1.591 -2.663 -0.65
Cl -2.678 -0.935 -4.157 0.67
C -1.874 -2.976 -2.488 -0.10
C -1.457 -3.493 -1.246 -0.10
C -1.106 -2.564 -0.273 -0.56
Cl -0.622 -3.084 1.314 0.71
N 1.394 1.061 0.885 0.08
N 1.901 2.249 1.591 -0.02
C 3.072 2.286 2.284 -0.16
N 3.163 3.497 2.778 -0.03
N 2.208 4.325 2.350 0.02
C 1.378 3.577 1.721 -0.16
H -0.132 -0.923 1.174 0.05
H -1.634 0.394 -1.976 0.06
H -2.183 -3.732 -3.226 0.11
H -1.544 -4.588 -1.145 0.12
H 1.817 0.176 1.100 0.14
H 3.754 1.404 2.488 0.14
H 0.374 3.842 1.420 0.06
```

Total charge ... 0
E_tot ... -52774.3474 eV
Orbital gap ... 8.3 eV
Energy above the lowest of the compared OMol25 structures with the same formula, charge and spin ... 0.0 kcal/mol



4.
The following is a quantum chemistry calculation of C9H7I2N4 as an isolated structure in a non-equilibrium geometry, from OMol25.

XYZ file:
```
22
Properties=species:S:1:pos:R:3:lowdin_charge:R:1
C -1.022 4.112 -0.101 -0.18
C -1.755 1.999 -1.058 0.06
C -1.672 0.589 -1.187 0.06
C 0.109 2.126 0.487 0.05
C -0.916 2.721 -0.183 -0.21
C 0.217 0.756 0.329 -0.17
C -0.644 -0.037 -0.472 -0.17
C 0.656 -1.954 0.091 -0.07
C 1.325 0.113 1.009 -0.21
N -1.134 5.206 0.163 0.22
N -0.341 -1.399 -0.581 0.16
N 1.402 -1.266 0.890 0.10
N 2.857 0.839 0.073 -0.99
I 4.707 0.348 0.930 0.66
I 2.752 0.019 -1.858 0.73
H -2.522 2.447 -1.654 0.13
H -2.253 0.110 -1.833 0.08
H 0.757 2.845 1.033 0.17
H 0.975 -2.934 0.097 0.15
H 1.678 0.414 1.918 0.10
H -0.836 -1.741 -1.387 0.18
H 2.039 -1.895 1.333 0.16
```

Total charge ... +1
E_tot ... -31598.2758 eV
Orbital gap (alpha / beta) ... 7.4 / 7.4 eV
Energy above the lowest of the compared OMol25 structures with the same formula, charge and spin ... 3.7 kcal/mol



5.
The following is a quantum chemistry calculation of C9H7LuNO4S as an isolated structure in a non-equilibrium geometry, from OMol25.

XYZ file:
```
23
Properties=species:S:1:pos:R:3:lowdin_charge:R:1
Lu -0.111 0.528 -0.218 1.55
C -0.107 1.461 2.119 -0.09
O -0.054 2.179 3.010 0.27
C -0.086 2.980 0.081 -0.03
O -0.053 4.009 0.595 0.25
C -2.158 1.171 0.676 -0.04
O -3.091 1.466 1.286 0.27
C 1.936 1.272 0.535 -0.04
O 2.886 1.571 1.121 0.27
C -0.082 -0.442 -3.781 -0.08
H 0.850 -1.008 -3.689 0.07
H -1.011 -1.008 -3.663 0.06
C -0.084 0.856 -4.115 -0.03
H -1.014 1.411 -4.275 0.08
H 0.844 1.406 -4.300 0.08
S -0.849 -3.471 1.802 1.22
C 0.644 -2.938 2.571 -0.24
C 1.024 -1.695 2.153 -0.17
N 0.172 -1.187 1.160 -0.27
C -0.902 -2.016 0.912 -0.45
H 1.142 -3.618 3.246 0.11
H 1.874 -1.139 2.508 0.13
H -1.772 -1.789 0.266 0.10
```

Total charge ... +3
E_tot ... -63548.8424 eV
Orbital gap ... 6.6 eV
Energy above the lowest of the compared OMol25 structures with the same formula, charge and spin ... 0.0 kcal/mol



6.
The following is a quantum chemistry calculation of one molecule with the formula C9H7N in a non-equilibrium geometry, from OMol25.

XYZ file:
```
17
Properties=species:S:1:pos:R:3:lowdin_charge:R:1
C 0.510 -0.763 -2.677 -0.05
C 0.292 -0.390 -1.199 -0.30
C 0.717 -1.151 -0.152 0.10
C 0.792 -0.782 1.152 -0.18
N 0.317 -1.214 2.332 0.09
C -0.578 -0.588 3.011 -0.15
C -1.098 0.628 2.519 0.02
C -0.855 1.165 1.439 0.00
C -0.741 1.652 0.081 -0.06
C -0.350 0.885 -0.999 -0.04
H 0.570 0.082 -3.206 0.01
H 1.522 -1.326 -2.683 0.11
H -0.299 -1.369 -3.111 0.08
H 1.513 -0.042 1.394 0.14
H -0.907 -0.943 3.894 0.07
H -0.932 2.634 0.035 0.06
H -0.472 1.523 -1.830 0.09
```

Total charge ... 0
E_tot ... -10929.6009 eV
Orbital gap ... 8.0 eV
Energy above the lowest of the compared OMol25 structures with the same formula, charge and spin ... 134.5 kcal/mol